No. 1
{"formula": "C22H57BF4N3O8", "method": "ωB97M-V/def2-TZVPD", "charge": -1, "homo_lumo_gap_ev": 9.73, "e_tot_ev": -56128.977, "lumo_ev": 2.497, "e_homo_ev": -7.23, "multiplicity": 1, "elements": ["F", "F", "F", "F", "O", "O", "O", "O", "O", "O", "O", "O", "N", "N", "N", "C", "C", "C", "C", "C", "C", "C", "C", "C", "C", "C", "C", "C", "C", "C", "C", "C", "C", "C", "C", "C", "C", "B", "H", "H", "H", "H", "H", "H", "H", "H", "H", "H", "H", "H", "H", "H", "H", "H", "H", "H", "H", "H", "H", "H", "H", "H", "H", "H", "H", "H", "H", "H", "H", "H", "H", "H", "H", "H", "H", "H", "H", "H", "H", "H", "H", "H", "H", "H", "H", "H", "H", "H", "H", "H", "H", "H", "H", "H", "H"], "positions_angstrom": [[-0.62207, 0.87084, 1.06276], [-0.38707, -1.41216, 0.52376], [1.26793, 0.15184, 0.12976], [-0.56807, 0.14084, -1.16824], [-1.73607, 2.66584, -2.49524], [-2.40307, -0.21216, 2.85676], [-0.14007, 3.62684, 1.78176], [3.76093, 0.90584, 0.11576], [3.58393, 0.14484, 5.03076], [2.26693, -2.57416, 1.34576], [1.78493, -3.91816, -4.16324], [-3.42607, -0.39216, -1.36124], [2.12993, 3.30084, -4.45224], [-0.47107, -1.09716, -6.83324], [-5.31107, -3.43816, 1.76376], [-3.38007, 0.66184, 2.37676], [1.74693, -3.45716, 2.26376], [-2.35407, 4.71284, -1.03224], [-3.38407, -0.17216, -2.79424], [-4.57007, 0.51884, 3.34076], [-4.03907, -1.20116, -3.56624], [4.21193, -0.24816, -0.66124], [-0.74807, 4.27084, 2.93376], [-0.40007, 3.60084, 4.22576], [1.72293, -3.15016, -1.84324], [1.56593, 0.11784, 4.08976], [2.87393, -4.34916, 2.92376], [0.38993, 0.16184, -4.66524], [2.68093, -3.52116, -3.03824], [1.89993, 3.18584, -1.78624], [-4.22307, -3.55516, 1.32476], [-0.06507, -0.53616, -5.87424], [4.06093, 0.06184, -2.09324], [-2.74607, 3.28284, -1.84224], [2.04893, 3.23784, -3.33424], [-2.85407, -3.68716, 0.60576], [3.02693, -0.20016, 3.80776], [-0.10007, -0.08816, 0.15076], [3.03493, 3.16684, -1.37824], [1.15293, -4.30916, 1.81076], [-4.72807, -0.39316, 3.79876], [-2.15107, -3.11216, 0.97976], [-1.57107, 0.28784, 2.49876], [1.36793, 0.56884, -4.88624], [-2.44707, -4.70416, 0.42776], [5.39093, -0.30216, -0.41824], [-0.30307, 0.86684, -4.09924], [-5.45907, 0.75984, 2.70976], [-3.04707, 5.19484, -0.45424], [1.32693, 1.02084, 4.33876], [1.26693, 4.06684, -1.63224], [1.10293, -0.68916, 4.50476], [-3.53107, 0.86284, -2.86424], [-0.76007, 2.58984, 4.26876], [4.76693, -0.45316, -2.67424], [3.11493, -4.41616, -2.87924], [-4.01107, -0.91116, -4.75224], [-3.62407, -2.29516, -3.42324], [3.77293, -3.86316, 3.32076], [1.18293, -3.01516, 2.87976], [-3.61607, 3.43884, -2.38924], [1.14293, -2.27816, -1.81824], [-0.62707, 5.18084, 2.88276], [2.38793, -4.86516, 3.80276], [3.27093, 0.42484, 2.91776], [-2.11107, 5.39484, -1.92624], [3.65693, -1.07816, -0.42224], [3.07393, -0.10416, -2.53224], [-2.35007, 0.05384, -3.17524], [-5.06007, -1.18316, -3.20924], [4.59493, 0.96184, -2.08624], [1.63693, -1.75116, 1.34776], [-0.44607, 2.87584, 1.78276], [2.42293, -4.37316, -4.75424], [0.52293, -0.45316, -3.73324], [0.97093, -3.78416, -1.53024], [1.33193, 2.14184, -1.72524], [3.06993, -1.13416, 3.59376], [-1.58207, 4.56484, -0.44424], [2.25293, -2.84516, -0.95224], [-2.87907, -3.23116, -0.41524], [-2.71207, -0.14916, -0.98124], [-1.29307, 1.94084, -2.11824], [-3.22907, 2.56284, -1.17724], [1.46793, -0.11116, 2.95976], [-3.07807, 1.57284, 2.28676], [-1.88607, 4.35984, 2.67776], [-3.65507, 0.22584, 1.34076], [-4.46107, 1.07184, 4.05776], [0.81493, 3.60084, 4.44976], [3.23493, -5.08716, 2.40776], [4.61293, 0.38684, 4.93376], [2.84793, 0.93084, 0.11376], [-0.67407, 4.15684, 5.11776], [3.40193, -2.75116, -3.00924]], "forces_ev_per_angstrom": [[-0.4, -0.3, -0.3], [0.1, 0.7, 0.1], [0.6, -0.5, 0.1], [-0.4, 0.2, 0.2], [0.8, 1.7, -3.1], [3.9, 1.9, -0.4], [4.6, 13.1, 1.2], [3.8, -0.7, -0.2], [5.8, 1.2, 0.9], [-1.3, 3.1, -0.6], [2.2, 1.1, -0.2], [-8.0, -3.4, -4.7], [0.3, 0.1, -3.6], [1.5, 1.9, 3.1], [3.4, -0.4, -1.2], [-3.9, -7.9, -0.5], [4.8, -6.5, -4.1], [-1.6, -1.6, -7.2], [4.3, 1.4, 1.8], [-1.6, -3.2, -9.4], [-0.7, -1.7, -3.0], [2.7, 2.5, 1.3], [-3.5, -8.4, -1.6], [3.5, 0.6, 1.1], [2.4, 0.5, -0.2], [2.6, -5.3, -6.8], [-2.7, 4.1, 4.5], [-0.3, -0.1, 2.2], [-5.5, 0.8, 1.4], [1.4, -2.1, -2.9], [-1.0, 0.0, -0.2], [-1.9, -1.6, -2.1], [0.2, -0.6, -0.2], [-0.7, 1.0, 4.8], [-0.1, -0.1, 5.3], [-4.1, -2.1, -2.6], [-1.9, 7.2, 1.8], [-0.2, 0.1, -0.2], [-3.1, 0.1, -0.5], [-0.1, 1.1, -0.2], [0.1, -2.6, 0.1], [3.3, 2.7, 2.8], [-1.5, -2.2, 1.0], [0.0, 0.6, 0.1], [-0.8, 0.4, 0.7], [-2.8, -0.3, -0.3], [0.5, -0.1, -2.0], [0.2, 0.0, 1.0], [-2.6, 0.7, 1.1], [-1.3, 5.2, 1.5], [0.3, -0.4, 0.9], [-1.4, -1.7, 1.9], [-2.5, 1.5, -0.9], [-0.1, -0.5, 0.2], [0.8, -1.7, -0.9], [2.0, -2.8, 1.4], [-0.1, -0.8, 3.0], [-0.5, 2.4, -0.2], [-0.4, 0.6, 0.0], [-4.1, 3.3, 5.2], [-1.0, 0.9, -2.2], [-0.8, 2.0, -1.7], [2.8, 9.2, -0.3], [0.4, 0.6, -0.6], [0.8, -0.3, 0.8], [0.0, -0.7, 1.5], [-0.8, -2.2, 1.3], [0.1, 0.8, 0.2], [0.2, -1.6, 0.6], [-0.6, -0.5, -0.4], [-0.5, 2.5, -0.9], [1.8, -2.2, -0.4], [-4.8, -12.7, -0.5], [-1.0, 0.4, 0.1], [0.2, -0.6, -1.4], [-1.1, -2.5, 0.3], [1.2, 2.4, 0.8], [0.9, -6.3, -1.5], [4.2, -0.9, 2.6], [0.9, -0.8, 0.4], [-0.9, -0.4, 0.6], [8.0, 2.6, 3.8], [0.4, -1.3, 1.7], [0.5, 0.0, 1.0], [-2.1, 1.0, 1.1], [1.9, 5.8, -0.5], [1.2, -1.1, 0.9], [0.0, 1.1, 1.2], [1.0, 6.8, 7.7], [-2.9, -0.3, -1.2], [1.6, -4.1, -3.8], [-3.4, -1.0, 0.3], [-3.0, -0.1, 0.0], [-0.8, 0.1, 0.0], [0.8, 1.2, -1.5]]}



No. 2
{"formula": "C6H15N2", "method": "ωB97M-V/def2-TZVPD", "charge": 1, "homo_lumo_gap_ev": 6.58, "e_tot_ev": -9436.567, "lumo_ev": -6.531, "e_homo_ev": -13.12, "multiplicity": 1, "elements": ["N", "N", "C", "C", "C", "C", "C", "C", "H", "H", "H", "H", "H", "H", "H", "H", "H", "H", "H", "H", "H", "H", "H"], "positions_angstrom": [[-3.55227, -0.02927, 0.70137], [1.65901, 1.44028, 2.08581], [1.85782, 0.48559, 1.11696], [1.46930, -0.81639, -0.98647], [-0.83170, 1.38797, -1.18546], [0.98106, 0.11627, 0.11811], [-0.24923, 0.73811, 0.00688], [0.97404, -2.24226, -0.78314], [1.64539, -2.92000, -1.32681], [-0.04152, -2.38523, -1.14866], [0.97365, 2.11993, 1.78555], [2.81728, -0.02170, 1.11008], [-3.82997, -0.11795, -0.26278], [-1.33694, 0.65709, -1.83469], [1.05210, -0.47171, -1.91986], [-0.11388, 1.97412, -1.76167], [2.55778, -0.77353, -1.03548], [-1.59804, 2.08273, -0.84305], [-3.72980, -0.88228, 1.20932], [-2.58750, 0.23749, 0.79925], [1.03851, -2.73282, 0.18375], [1.42788, 1.04104, 2.99335], [-0.58297, 1.11251, 0.97763]], "forces_ev_per_angstrom": [[-0.2, 0.3, 0.3], [-0.7, -0.5, -1.1], [-0.3, -0.6, 1.0], [0.0, 0.3, 0.9], [-1.4, -0.7, 0.1], [0.0, -0.3, -1.9], [1.7, 1.9, 1.1], [0.5, -1.3, -0.5], [-0.4, 0.2, -0.5], [0.0, 0.0, 0.0], [-0.3, 0.1, 0.4], [0.1, -0.1, 0.5], [0.1, -0.1, -0.1], [0.2, 0.2, -0.1], [0.2, 0.2, -0.4], [0.3, -0.4, 0.0], [-0.1, 0.0, -0.1], [-0.1, -0.1, -0.1], [0.0, -0.1, -0.1], [0.0, -0.1, -0.1], [-0.1, 0.8, 0.7], [0.9, 0.3, 0.4], [-0.5, -0.1, -0.2]]}



No. 3
{"formula": "C3H3BrS", "method": "ωB97M-V/def2-TZVPD", "homo_lumo_gap_ev": [8.14, 6.80], "e_tot_ev": -84027.990, "lumo_ev": [-0.218, -1.036], "e_homo_ev": [-8.36, -7.83], "multiplicity": 1, "elements": ["Br", "S", "C", "C", "C", "H", "H", "H"], "positions_angstrom": [[3.49987, 0.55995, 0.17426], [-0.07392, 0.01219, 0.49952], [2.89464, 1.91268, 1.09977], [0.34266, 1.52631, -0.00023], [-1.49702, -0.89054, -0.33322], [-2.24629, -0.20852, -0.93612], [-0.99333, -1.57645, -0.96999], [-1.92660, -1.33562, 0.46602]], "forces_ev_per_angstrom": [[0.9, -1.5, -1.0], [0.3, 0.9, 0.0], [-0.9, 1.4, 0.9], [-0.7, -1.1, 0.1], [0.2, 3.8, -3.0], [1.7, -1.3, 1.3], [0.1, -0.7, -0.6], [-1.6, -1.5, 2.3]]}



No. 4
{"formula": "C29H24ClFPTl", "method": "ωB97M-V/def2-TZVPD", "homo_lumo_gap_ev": 6.48, "e_tot_ev": -59681.988, "lumo_ev": -1.011, "e_homo_ev": -7.49, "multiplicity": 1, "elements": ["Tl", "Cl", "P", "F", "C", "C", "C", "C", "C", "C", "C", "C", "C", "C", "C", "C", "C", "C", "C", "C", "C", "C", "C", "C", "C", "C", "C", "C", "C", "C", "C", "C", "C", "H", "H", "H", "H", "H", "H", "H", "H", "H", "H", "H", "H", "H", "H", "H", "H", "H", "H", "H", "H", "H", "H", "H", "H"], "positions_angstrom": [[-0.65474, -0.62274, 2.94942], [-2.96010, 0.27199, 2.81156], [-0.38908, 0.61918, -1.12635], [1.56763, -6.30080, 3.95140], [3.77909, 0.66692, -3.12237], [1.15288, 0.78100, 4.05038], [-2.39225, 4.76024, -1.07606], [0.29210, -2.57533, 2.71810], [-1.59615, -1.90289, -1.49332], [-1.40223, 4.48386, -2.02039], [-3.22646, -2.38123, -3.21531], [-1.51812, -0.56403, -1.94773], [-2.12201, 2.54083, -0.14710], [-2.35212, -0.12379, -2.99017], [1.21668, 0.65313, -1.97285], [2.86730, -0.34399, -3.44591], [0.09044, -4.46438, 4.20844], [2.16083, 1.64088, -1.60298], [-1.15202, 2.24298, -1.12818], [2.30417, 0.63967, 3.22314], [-3.18620, -1.04683, -3.62090], [1.59803, -0.36681, -2.86963], [0.31709, 1.79757, 3.46417], [1.09798, -5.09102, 3.48333], [1.67511, -4.51672, 2.36007], [-0.77891, 3.23302, -2.05586], [0.97830, 2.28770, 2.31182], [-2.41844, -2.80629, -2.15798], [-0.33850, -3.19592, 3.79828], [2.21053, 1.59655, 2.18783], [3.42735, 1.64470, -2.18512], [-2.76547, 3.77696, -0.14786], [1.27662, -3.21459, 1.96148], [-2.43592, -3.84060, -1.84005], [3.15672, -1.13512, -4.13296], [0.89531, -1.16492, -3.11206], [0.96369, 0.26144, 4.99002], [4.14979, 2.40263, -1.88680], [2.43769, -5.06961, 1.80871], [1.74869, -2.76864, 1.08139], [-2.33560, 0.92596, -3.29700], [-3.89184, -3.08658, -3.71760], [-3.54485, 3.98237, 0.58335], [-1.16732, -2.73959, 4.37204], [0.63788, 3.08720, 1.65355], [-1.01536, -2.22483, -0.62376], [-0.36615, -4.91303, 5.08224], [2.97295, 1.80033, 1.43762], [3.14331, -0.03121, 3.39339], [-1.09558, 5.25683, -2.72913], [4.77340, 0.67894, -3.58191], [-0.00064, 3.03908, -2.78669], [1.90159, 2.39869, -0.85706], [-3.81633, -0.70701, -4.43559], [-2.37816, 1.81344, 0.62348], [-2.87386, 5.75059, -1.05037], [-0.61871, 2.16379, 3.87187]], "forces_ev_per_angstrom": [[0.8, 1.6, -1.2], [0.6, -0.5, 0.2], [0.2, -1.3, 2.2], [-0.5, 1.0, -0.7], [-0.1, -0.1, 0.1], [0.3, -1.3, -0.3], [-0.2, 0.0, 0.1], [-1.0, 0.4, 0.1], [0.2, 0.7, -0.4], [0.1, 0.1, 0.1], [0.2, 0.1, 0.0], [-0.2, 0.3, -0.3], [0.1, 0.0, -0.3], [0.2, -0.7, 0.2], [0.2, 0.1, -0.5], [0.2, 0.2, 0.3], [-0.1, 0.3, -0.2], [-0.2, -0.4, -0.3], [-0.1, 0.8, -0.6], [0.0, 0.5, 0.0], [-0.1, 0.1, 0.1], [0.0, 0.6, 0.2], [-0.5, 0.5, -1.1], [0.1, -0.3, 0.7], [-0.1, 0.5, -0.2], [-0.6, 0.2, 0.5], [0.1, -0.2, 0.4], [-0.1, 0.2, -0.1], [0.5, -1.3, 0.3], [-0.4, -0.3, 0.6], [-0.1, -0.2, 0.0], [0.3, 0.1, -0.3], [0.0, -0.7, 0.5], [-0.1, 0.0, 0.0], [-0.1, 0.2, 0.0], [0.2, 0.2, 0.0], [0.3, 0.4, 0.0], [-0.1, -0.1, -0.1], [-0.2, 0.2, 0.2], [-0.2, 0.0, 0.4], [0.0, -0.4, 0.0], [0.2, 0.2, 0.1], [0.2, 0.0, -0.1], [0.5, -0.3, -0.3], [0.0, -0.3, 0.3], [-0.1, 0.2, -0.3], [0.2, -0.2, -0.1], [-0.2, -0.2, 0.2], [-0.3, 0.1, 0.0], [-0.1, -0.2, 0.2], [-0.4, 0.0, 0.2], [-0.1, -0.1, 0.0], [0.0, -0.3, -0.3], [0.0, -0.1, 0.0], [0.1, 0.0, -0.3], [0.3, -0.6, -0.1], [0.2, 0.1, 0.1]]}